Record 1
C13H12N4O7Re as an isolated structure at a distorted geometry, computed with the ωB97M-V functional and the def2-TZVPD basis.

Geometry as ORCA input:
```
! RIJCOSX wB97M-V def2-TZVPD def2/J DEFGRID3
* xyz 0 4
C -0.5405 0.7906 -3.6914
C 0.8687 0.9564 -3.4594
C 1.0385 1.8950 -2.3835
C -0.2716 2.3201 -1.9507
C -1.2487 1.6277 -2.7500
Re -0.0444 0.1932 -1.6970
N -1.3771 -1.2846 -1.9983
C -0.4115 -2.3288 -2.2974
C 0.9321 -1.6024 -2.2514
H 1.9837 2.2844 -2.0330
H 1.6706 0.4994 -4.0260
H -0.4905 3.0579 -1.1831
H -2.3254 1.7722 -2.7047
H -1.0013 0.2272 -4.4947
H 1.4700 -1.6285 -3.2014
H -0.4283 -3.2003 -1.6135
H -2.1808 -1.5690 -1.4456
H 1.5400 -1.9706 -1.4207
H -0.5661 -2.7299 -3.3126
O -0.4007 0.2109 6.2401
N 0.3472 0.7727 5.4104
O 1.2033 1.6231 5.7348
C 0.2180 0.4109 4.0133
C -0.7365 -0.5509 3.6466
C -0.8462 -0.9248 2.3102
C -0.1098 -0.2171 1.3307
O -0.6757 -0.0706 0.1636
C 0.9909 0.5845 1.7328
C 1.0816 0.9883 3.0666
N 1.8450 1.0845 0.7118
O 2.5978 2.0415 0.8975
O 1.8263 0.4436 -0.4066
N -1.8512 -1.8838 1.8769
O -2.7355 -2.1968 2.7040
O -1.7788 -2.3712 0.7251
H -1.3964 -0.9953 4.3876
H 1.8030 1.7403 3.3688
*
```

Properties
HOMO (alpha / beta) (eV): -7.1143 / -8.6286
<S²>: 3.794
ΔE to the lowest compared entry with this formula, charge and spin (eV): 0.031

=====

Record 2
C13H13AuCl2F6O2S as an isolated structure at a distorted geometry, computed with the ωB97M-V functional and the def2-TZVPD basis.

Geometry as ORCA input:
```
! RIJCOSX wB97M-V def2-TZVPD def2/J DEFGRID3
* xyz 0 3
Au -0.8107 0.2612 -0.3961
Cl 2.2367 -1.3806 -1.5074
C 2.8307 -1.0265 0.0986
C 4.1477 -0.7732 0.3875
C 4.5933 -0.4210 1.6027
C 3.6242 -0.4571 2.6776
C 2.3419 -0.8608 2.4315
Cl 1.3420 -1.0869 3.7717
C 1.9173 -0.9859 1.1418
S 0.2541 -1.6688 0.8209
H 4.7669 -0.8355 -0.4985
H 5.5759 -0.1129 1.7833
H 3.9013 -0.1990 3.7166
C -4.1617 -1.6520 -2.2470
C -2.6893 -1.1773 -2.3166
O -2.2273 -1.0024 -1.0184
C -2.5883 0.2021 -3.0885
F -3.1907 1.1800 -2.3215
F -1.3450 0.5093 -3.3987
F -3.2499 0.1361 -4.2681
C -1.9205 -2.3288 -2.9182
F -2.2759 -2.5629 -4.1690
F -0.4802 -2.1685 -3.0133
F -2.1878 -3.4095 -2.1801
H -4.8369 -0.8399 -1.9677
H -4.3151 -2.4594 -1.5134
H -4.5266 -1.9992 -3.2375
C -1.0292 2.6270 1.9262
C 0.3625 1.9557 1.6366
C 1.5476 2.7701 2.1103
O 0.4733 1.6435 0.2376
H -1.0439 2.9395 3.0483
H -1.7825 1.9038 2.0313
H -1.1857 3.4612 1.3358
H 0.2352 1.0411 2.3588
H 1.5901 3.8136 1.7690
H 2.5104 2.2074 1.9406
H 1.5964 2.7563 3.2333
*
```

Properties
HOMO (alpha / beta) (eV): -8.8666 / -8.8920
<S²>: 2.011

=====

Record 3
C13H13Br2F6N2O2PZn as an isolated structure at a distorted geometry, computed with the ωB97M-V functional and the def2-TZVPD basis.

Geometry as ORCA input:
```
! RIJCOSX wB97M-V def2-TZVPD def2/J DEFGRID3
* xyz 1 2
Zn 11.3490 8.9928 6.3560
Br 11.6387 13.7500 7.3226
C 13.1118 12.6245 7.2583
C 14.4474 13.0260 7.0731
C 15.4427 12.1025 6.7327
Br 17.2411 12.7134 6.6490
C 15.1291 10.7682 6.3954
C 16.0012 9.9294 5.6678
C 15.5264 8.7916 5.0194
C 14.2193 8.4041 5.2938
N 13.3649 9.1268 6.0202
C 13.8286 10.3282 6.5718
C 12.7819 11.2376 7.0042
O 11.6574 10.7530 7.2273
H 14.8099 14.0096 7.3660
H 17.0205 10.2746 5.5825
H 16.0856 8.1479 4.3465
H 13.8560 7.4502 4.8567
C 6.5601 7.3315 4.9119
N 7.5745 8.0115 5.7079
C 7.4275 7.9628 7.1425
C 8.5920 8.7105 5.1958
C 8.8450 8.7269 3.7337
O 9.4231 9.3203 5.9839
H 5.9939 6.7246 5.6076
H 7.0721 6.5760 4.2919
H 5.8817 7.9574 4.3045
H 6.4143 7.7377 7.5217
H 7.7270 8.8511 7.6296
H 7.9760 7.0692 7.5898
H 8.2430 9.4739 3.2516
H 8.6073 7.7389 3.3363
H 9.9118 8.8808 3.6234
F 10.9919 7.2998 7.6925
P 11.1637 5.8704 6.6731
F 11.0166 5.0082 7.9939
F 12.7461 5.9984 6.8909
F 11.3166 4.6001 5.7285
F 9.5388 5.8924 6.4894
F 11.3712 7.0145 5.3223
*
```

Properties
HOMO (alpha / beta) (eV): -12.3305 / -12.9792
<S²>: 0.783
ΔE to the lowest compared entry with this formula, charge and spin (eV): 0.000

=====

Record 4
C13H13Cl5F5MnN3O2PS3Te as an isolated structure at a distorted geometry, computed with the ωB97M-V functional and the def2-TZVPD basis.

Geometry as ORCA input:
```
! RIJCOSX wB97M-V def2-TZVPD def2/J DEFGRID3
* xyz -1 6
Mn -0.9961 -0.3717 0.9128
S 0.3524 4.4612 1.2617
C -0.7252 3.1648 1.2072
S -0.8213 1.9842 2.4208
S -1.8245 3.2190 -0.0665
Cl -7.6076 -3.0283 0.9833
C -6.1807 -2.0875 0.7789
C -5.0121 -2.6776 0.3026
Cl -4.9849 -4.3496 -0.0932
C -3.8637 -1.9174 0.1610
Cl -2.3763 -2.6141 -0.3558
C -3.8310 -0.5352 0.4435
O -2.7494 0.1677 0.3173
C -5.0429 0.0460 0.8646
Cl -5.0501 1.7379 1.1549
C -6.1835 -0.7215 1.0618
Cl -7.6141 0.0135 1.6687
C 3.3404 2.4676 -0.6559
N 2.5203 2.0877 -1.8774
C 3.1583 0.8794 -2.5236
N 3.2776 -0.1858 -1.6006
C 4.0420 0.2118 -0.4269
N 3.4627 1.3718 0.2331
C 2.2307 1.0498 0.9509
P 0.9551 0.2227 -0.1334
C 1.1256 1.7477 -1.4466
C 2.0182 -0.8399 -1.2422
H 2.8349 3.3016 -0.1695
H 4.3296 2.7746 -1.0088
H 2.5174 2.8720 -2.5312
H 4.1474 1.1770 -2.8849
H 2.5315 0.5857 -3.3656
H 5.0661 0.4514 -0.7313
H 4.0608 -0.6234 0.2718
H 1.8059 1.9662 1.3586
H 2.4644 0.3867 1.7822
H 0.7051 2.6441 -0.9985
H 0.5392 1.5202 -2.3409
H 1.4636 -1.0891 -2.1481
H 2.2505 -1.7701 -0.7299
F 2.1754 -3.1735 0.9172
Te 0.2878 -3.0879 1.3331
F 0.5805 -5.0441 1.0553
F -1.6454 -1.2606 2.3233
F 1.1732 -3.0406 3.1082
F 0.3440 -3.0249 -0.6919
O 0.7480 -1.0693 1.1498
*
```

Properties
HOMO (alpha / beta) (eV): -5.3505 / -5.6947
<S²>: 8.855
ΔE to the lowest compared entry with this formula, charge and spin (eV): 1.906

=====

Record 5
C13H13DyNO4 as an isolated structure at a distorted geometry, computed with the ωB97M-V functional and the def2-TZVPD basis.

Geometry as ORCA input:
```
! RIJCOSX wB97M-V def2-TZVPD def2/J DEFGRID3
* xyz 3 6
O -2.7803 -1.5042 -3.2010
C -2.2767 -1.6164 -2.1679
Dy -1.2944 -1.9330 0.0464
O -0.7654 -5.4828 -0.7998
C -0.9196 -4.3689 -0.5410
C -3.5484 -1.8353 0.8077
O -4.6210 -1.6741 1.2065
C -0.8166 -2.6194 2.3127
O -0.6277 -2.9390 3.4069
C 2.1297 1.7587 -1.4344
N 1.6267 0.3640 -1.3095
C 2.5735 -0.6056 -1.9325
C 1.2659 -0.0543 0.1193
C 0.1873 0.8185 0.7134
C 0.5094 2.1038 1.1966
C -0.4822 2.8845 1.7958
C -1.7701 2.3676 1.9445
C -2.0867 1.0835 1.4544
C -1.1103 0.3419 0.8291
H 2.9847 1.8853 -0.7601
H 1.3334 2.4625 -1.1899
H 2.4533 1.9041 -2.4690
H 0.7383 0.3286 -1.8440
H 3.4996 -0.6133 -1.3434
H 2.1225 -1.6049 -1.9363
H 2.7713 -0.2788 -2.9579
H 1.0352 -1.1526 0.0645
H 2.2045 -0.0035 0.6915
H 1.5432 2.4599 1.1303
H -0.2366 3.8894 2.1537
H -2.5455 2.9497 2.4348
H -3.0969 0.6842 1.5785
*
```

Properties
HOMO (alpha / beta) (eV): -19.0439 / -19.0457
<S²>: 9.342

=====

Record 6
One molecule with the formula C13H13NS at a distorted geometry, computed with the ωB97M-V functional and the def2-TZVPD basis.

Geometry as ORCA input:
```
! RIJCOSX wB97M-V def2-TZVPD def2/J DEFGRID3
* xyz 0 1
C 0.1562 -1.3265 1.9290
C 0.6563 -0.4701 0.7907
S 2.4786 -0.6451 0.5808
C 0.2026 0.9469 0.8511
C -1.1279 1.2556 0.5848
C -1.5846 2.5548 0.7054
C -0.7205 3.5661 1.0920
C 0.6048 3.2692 1.3534
C 1.0626 1.9696 1.2357
C 0.1133 -1.2649 -0.7471
C 0.0958 -0.5343 -1.9172
C -0.2189 -1.2287 -3.0755
C -0.4894 -2.5870 -2.9930
C -0.4495 -3.1966 -1.7493
N -0.1508 -2.5408 -0.6393
H 0.5926 -0.9952 2.8715
H 0.4163 -2.3661 1.7466
H -0.9260 -1.2497 2.0021
H 2.7178 -1.1731 1.7779
H -1.8017 0.4692 0.2783
H -2.6200 2.7797 0.4977
H -1.0820 4.5783 1.1906
H 1.2913 4.0479 1.6518
H 2.0983 1.7453 1.4439
H 0.3196 0.5207 -1.9269
H -0.2511 -0.7184 -4.0266
H -0.7215 -3.1563 -3.8791
H -0.6621 -4.2507 -1.6295
*
```

Properties
HOMO (eV): -8.6651
ΔE to the lowest compared entry with this formula, charge and spin (eV): 0.533
Structure (SMILES): C[C@](S)(c1ccccc1)c1ccccn1

=====

The calculation returns the following molecular weight values, one per record and in order: 522.5; 615.2; 599.4; 825.2; 409.8; 215.3 g mol⁻¹.
The calculation returns the following total energy values, one per record and in order: -1326.13891; -2706.98087; -8631.11098; -6573.30220; -1742.73858; -956.09609 Ha.